No. 1
C28H21Cl5GeN2OPd | ωB97M-V with the def2-TZVPD basis set

Output
Multiplicity: 4
Total charge: +1
HOMO-LUMO gap (alpha / beta) (eV): 6.729 / 5.889

Last column: Löwdin spin population.
Element x y z (Å)
Pd (0.239, -1.757, 0.125)  1.02
Cl (-1.252, -0.079, 7.100)  0.10
C (-0.508, -0.435, 5.625)  0.22
C (-1.206, -1.226, 4.666)  0.00
Cl (-2.765, -1.820, 5.032)  -0.01
C (-0.622, -1.495, 3.462)  0.12
Cl (-1.403, -2.465, 2.274)  0.09
C (0.700, -0.984, 3.134)  0.10
O (1.213, -1.138, 2.017)  0.29
C (1.401, -0.236, 4.161)  0.16
Cl (2.958, 0.297, 3.781)  0.06
C (0.795, 0.046, 5.362)  -0.02
Cl (1.603, 0.988, 6.536)  -0.02
C (-2.984, -2.342, -1.192)  0.01
C (-1.811, -2.942, -1.878)  0.01
N (-0.551, -2.838, -1.504)  0.06
C (0.211, -3.538, -2.418)  0.01
C (-0.607, -4.067, -3.360)  0.00
N (-1.882, -3.689, -2.998)  0.00
H (-2.653, -1.505, -0.577)  0.01
H (-3.482, -3.073, -0.553)  0.00
H (-3.711, -1.968, -1.912)  0.00
H (1.283, -3.588, -2.337)  0.00
H (-0.409, -4.663, -4.232)  0.00
H (-2.729, -3.920, -3.488)  0.00
C (1.761, 3.583, 3.077)  0.01
C (0.490, 3.030, 3.170)  0.00
C (0.013, 2.219, 2.149)  0.02
C (0.794, 1.953, 1.023)  0.06
C (2.069, 2.510, 0.946)  0.02
C (2.548, 3.323, 1.965)  0.00
Ge (0.101, 0.800, -0.382)  0.32
C (1.536, -0.074, -1.395)  0.07
C (1.454, -0.224, -2.790)  0.04
C (2.435, -0.905, -3.484)  0.00
C (3.507, -1.482, -2.805)  0.05
C (3.602, -1.357, -1.430)  0.00
C (2.627, -0.654, -0.725)  0.05
C (-1.242, 1.624, -1.502)  0.06
C (-1.606, 2.954, -1.291)  0.02
C (-2.595, 3.544, -2.064)  0.00
C (-3.235, 2.812, -3.053)  0.02
C (-2.887, 1.485, -3.267)  0.00
C (-1.903, 0.893, -2.492)  0.02
H (2.134, 4.218, 3.870)  0.00
H (-0.131, 3.238, 4.032)  0.00
H (-0.987, 1.801, 2.227)  0.00
H (2.696, 2.315, 0.083)  0.00
H (3.537, 3.757, 1.888)  0.00
H (0.630, 0.223, -3.332)  0.00
H (2.373, -0.985, -4.562)  0.00
H (4.272, -2.016, -3.355)  0.00
H (4.441, -1.787, -0.898)  0.00
H (2.742, -0.514, 0.344)  0.00
H (-1.108, 3.538, -0.525)  0.00
H (-2.864, 4.579, -1.896)  0.00
H (-4.004, 3.274, -3.657)  0.00
H (-3.385, 0.912, -4.040)  0.00
H (-1.646, -0.150, -2.660)  0.00

***

No. 2
C28H21IN2O7S | ωB97M-V with the def2-TZVPD basis set

Output
Structure (SMILES): O=C(O)CCCc1ccc2c(c1)C(=O)c1c(ccc(I)c1CCSc1nnco1)C2=O.O=C1C=CC(=O)C=C1
HOMO-LUMO gap (eV): 6.803

Last column: natural (NBO) charge in e.
Element x y z (Å)
O (5.335, -2.000, -0.309)  -0.57
C (4.316, -1.263, -0.167)  0.79
O (3.131, -1.873, 0.376)  -0.75
C (4.316, 0.278, -0.614)  -0.53
C (5.158, 1.244, 0.356)  -0.39
C (4.281, 2.503, 0.912)  -0.44
C (3.025, 1.866, 1.669)  0.01
C (3.298, 0.829, 2.806)  -0.22
C (2.059, 0.177, 3.505)  -0.19
C (0.630, 0.561, 3.075)  -0.03
C (0.394, 1.639, 1.952)  -0.11
C (1.607, 2.304, 1.240)  -0.21
C (-1.132, 1.988, 1.553)  0.55
O (-1.516, 3.165, 1.372)  -0.51
C (-2.096, 0.694, 1.465)  -0.09
C (-1.866, -0.372, 2.599)  -0.09
C (-2.690, -1.681, 2.654)  -0.18
C (-3.742, -1.901, 1.542)  -0.23
C (-3.956, -0.850, 0.396)  -0.17
I (-5.457, -1.423, -1.100)  0.17
C (-3.150, 0.502, 0.322)  0.00
C (-3.363, 1.564, -0.843)  -0.47
C (-4.833, 2.204, -0.914)  -0.54
S (-5.457, 2.902, 0.687)  0.30
C (-6.057, 1.520, 1.735)  0.26
N (-5.765, 1.471, 3.131)  -0.28
N (-6.276, 0.357, 3.714)  -0.25
C (-6.930, -0.344, 2.652)  0.23
O (-6.830, 0.367, 1.435)  -0.44
C (-0.714, -0.084, 3.695)  0.53
O (-0.825, -0.367, 4.910)  -0.50
H (2.800, -2.560, -0.260)  0.52
H (4.746, 0.292, -1.686)  0.24
H (3.208, 0.574, -0.725)  0.24
H (5.522, 0.585, 1.232)  0.22
H (6.070, 1.626, -0.211)  0.23
H (4.898, 3.231, 1.533)  0.24
H (3.876, 3.013, -0.043)  0.21
H (4.379, 0.562, 3.086)  0.24
H (2.245, -0.582, 4.332)  0.25
H (1.400, 3.068, 0.424)  0.24
H (-2.543, -2.466, 3.475)  0.26
H (-4.356, -2.872, 1.600)  0.24
H (-2.628, 2.431, -0.704)  0.25
H (-3.101, 1.085, -1.864)  0.24
H (-5.624, 1.508, -1.380)  0.25
H (-4.760, 3.098, -1.646)  0.25
H (-7.440, -1.338, 2.850)  0.23
C (3.302, -1.391, -4.889)  -0.21
C (3.056, -1.752, -3.630)  -0.24
C (1.936, -2.658, -3.297)  0.50
O (1.708, -2.987, -2.147)  -0.52
C (1.101, -3.147, -4.414)  -0.24
C (1.347, -2.786, -5.673)  -0.22
C (2.467, -1.880, -6.006)  0.47
O (2.693, -1.552, -7.155)  -0.47
H (4.118, -0.728, -5.151)  0.23
H (3.658, -1.404, -2.800)  0.23
H (0.285, -3.810, -4.152)  0.24
H (0.744, -3.135, -6.503)  0.24

***

No. 3
C28H21N5O4Ru | ωB97M-V with the def2-TZVPD basis set

Output
Multiplicity: 5
HOMO-LUMO gap (alpha / beta) (eV): 6.097 / 5.103

Last column: Löwdin spin population.
Element x y z (Å)
Ru (0.000, 0.000, 0.000)  0.93
O (2.121, 3.345, -4.305)  0.00
C (2.938, 2.281, -4.114)  0.00
O (3.946, 2.147, -4.805)  0.00
C (2.587, 1.318, -3.080)  0.00
C (3.329, 0.184, -2.774)  0.01
N (2.682, -0.457, -1.759)  0.00
N (1.565, 0.159, -1.362)  0.02
C (1.517, 1.227, -2.163)  0.02
C (0.394, 2.117, -1.976)  0.01
O (0.309, 3.145, -2.717)  0.01
O (-0.347, 1.693, -1.057)  0.02
H (1.326, 3.365, -3.692)  0.00
H (4.245, -0.201, -3.196)  0.00
H (2.942, -1.316, -1.289)  0.00
N (8.407, -1.584, 5.774)  0.00
C (7.455, -1.398, 5.135)  0.00
C (6.281, -1.169, 4.346)  0.00
C (6.394, -0.928, 2.972)  0.00
C (5.249, -0.704, 2.203)  0.01
C (3.981, -0.723, 2.800)  0.03
C (3.871, -0.971, 4.176)  0.01
C (5.017, -1.187, 4.946)  0.00
C (2.761, -0.509, 1.969)  0.30
C (2.208, 0.729, 2.005)  0.25
C (2.705, 1.887, 2.734)  0.15
C (1.916, 2.948, 2.558)  0.12
C (0.896, 2.385, 1.687)  0.30
N (1.051, 1.140, 1.375)  0.15
C (2.233, -1.668, 1.107)  0.17
C (2.763, -2.956, 1.138)  0.18
C (2.035, -3.714, 0.234)  0.08
C (1.111, -2.859, -0.309)  0.26
N (1.238, -1.638, 0.208)  0.05
H (7.371, -0.916, 2.492)  0.00
H (5.350, -0.520, 1.134)  0.00
H (2.892, -0.994, 4.653)  0.00
H (4.915, -1.373, 6.014)  0.00
H (3.605, 1.897, 3.329)  0.00
H (1.985, 3.949, 2.933)  0.00
H (0.065, 3.018, 1.343)  0.02
H (3.578, -3.313, 1.754)  0.01
H (2.165, -4.763, 0.003)  0.00
H (0.364, -3.096, -1.057)  0.02
C (-1.865, 0.938, 0.735)  0.16
C (-2.339, -0.421, 0.929)  0.08
C (-2.304, -1.008, 2.197)  0.18
C (-2.810, -2.296, 2.392)  -0.01
C (-3.351, -3.003, 1.319)  0.17
C (-3.386, -2.423, 0.052)  0.00
C (-2.884, -1.134, -0.142)  0.17
H (-1.621, 1.588, 1.603)  0.00
H (-2.295, 1.572, -0.069)  0.01
H (-1.893, -0.467, 3.046)  0.00
H (-2.786, -2.744, 3.382)  0.00
H (-3.748, -4.003, 1.472)  0.01
H (-3.810, -2.972, -0.785)  0.00
H (-2.924, -0.694, -1.136)  0.01
H (-0.665, -1.043, 1.345)  0.05

***

No. 4
C28H22AsO2SSe4Zn | ωB97M-V with the def2-TZVPD basis set

Output
Total charge: -1
HOMO-LUMO gap (eV): 5.942

Last column: natural (NBO) charge in e.
Element x y z (Å)
Zn (0.132, 0.138, -0.272)  1.47
Se (-0.693, -2.018, -1.542)  -0.71
Se (-1.100, -0.594, -3.331)  -0.07
Se (-2.619, 0.946, -2.493)  -0.12
Se (-1.474, 2.119, -0.827)  -0.70
O (-0.138, -0.079, 1.768)  -1.23
As (-1.280, -0.805, 2.665)  1.95
C (-2.147, 0.556, 3.776)  -0.28
C (-1.338, 1.460, 4.452)  -0.22
C (-1.901, 2.513, 5.154)  -0.21
C (-3.276, 2.681, 5.166)  -0.20
C (-4.086, 1.782, 4.493)  -0.20
C (-3.526, 0.716, 3.809)  -0.23
C (-2.643, -1.541, 1.499)  -0.31
C (-3.388, -0.578, 0.829)  -0.23
C (-4.290, -0.963, -0.145)  -0.19
C (-4.446, -2.306, -0.450)  -0.19
C (-3.689, -3.261, 0.204)  -0.19
C (-2.781, -2.882, 1.180)  -0.23
C (-0.324, -2.030, 3.867)  -0.27
C (-0.678, -3.340, 4.161)  -0.24
C (0.151, -4.125, 4.948)  -0.20
C (1.322, -3.604, 5.472)  -0.20
C (1.667, -2.290, 5.202)  -0.21
C (0.857, -1.514, 4.393)  -0.22
H (-0.261, 1.345, 4.400)  0.22
H (-1.266, 3.214, 5.676)  0.21
H (-3.715, 3.520, 5.688)  0.21
H (-5.158, 1.921, 4.488)  0.21
H (-4.161, 0.010, 3.286)  0.23
H (-3.223, 0.476, 1.042)  0.25
H (-4.851, -0.207, -0.674)  0.23
H (-5.138, -2.606, -1.222)  0.21
H (-3.780, -4.305, -0.061)  0.21
H (-2.161, -3.625, 1.668)  0.21
H (-1.600, -3.758, 3.776)  0.22
H (-0.116, -5.153, 5.150)  0.21
H (1.966, -4.222, 6.082)  0.21
H (2.576, -1.875, 5.612)  0.22
H (1.148, -0.502, 4.129)  0.23
C (7.535, -1.064, -6.250)  -0.73
C (7.493, 0.389, -5.926)  0.50
O (7.017, 1.261, -6.579)  -0.51
S (8.263, 0.738, -4.292)  0.10
C (6.707, 0.653, -3.400)  -0.19
C (5.655, 1.498, -3.729)  -0.23
C (4.465, 1.381, -3.041)  -0.20
C (4.316, 0.444, -2.013)  -0.03
C (5.397, -0.377, -1.685)  -0.22
C (6.587, -0.280, -2.379)  -0.23
C (3.072, 0.347, -1.347)  -0.12
C (1.995, 0.330, -0.792)  -0.60
H (7.156, -1.246, -7.252)  0.22
H (6.917, -1.596, -5.528)  0.26
H (8.554, -1.432, -6.151)  0.24
H (5.757, 2.226, -4.523)  0.23
H (3.622, 2.010, -3.280)  0.23
H (5.287, -1.098, -0.889)  0.22
H (7.425, -0.918, -2.131)  0.21

***

Total energy (computed, eV): -157005.7044 -65612.2246 -47592.2559 -414966.8746